Entry from the Open Molecules 2025 dataset: a cluster of 11 separate species, C64H52BIO21P in total at a distorted geometry (ωB97M-V with the def2-TZVPD basis set).

```
140
Properties=species:S:1:pos:R:3:forces:R:3:mulliken_charge:R:1
C -2.8967 1.4570 0.1257 0.28 1.45 -0.46 -0.723
C -1.3139 1.7366 0.5881 -1.76 -2.78 -0.43 -0.137
I -1.0221 3.9070 0.4252 -0.23 -0.61 0.06 -0.033
C -0.3875 0.8386 -0.4228 -0.77 -0.81 0.54 -0.457
B 1.1770 1.3256 -0.5571 -1.31 -0.76 0.22 0.568
P 2.2449 0.9509 1.0173 1.28 -0.18 0.55 0.003
C 2.0775 2.3240 2.3347 0.59 0.97 1.53 -0.305
O 1.6077 -0.5026 1.8040 0.01 1.59 2.10 -0.550
H -3.2844 0.4045 0.4621 0.88 1.93 -0.71 0.317
H -3.6210 2.3165 0.5243 1.42 -1.95 -0.59 0.190
H -2.8799 1.5813 -1.0614 -0.21 -0.55 2.72 0.168
H -1.1903 1.4364 1.7338 0.03 0.88 -2.57 0.326
H -0.8575 0.6925 -1.5091 0.51 0.68 2.35 -0.012
H -0.3609 -0.2603 0.0414 -0.32 2.21 -0.74 0.143
H 1.3063 2.4490 -0.9465 0.07 0.43 0.47 -0.196
H 1.6616 0.6516 -1.4223 0.28 -0.54 -0.07 -0.412
H 3.1900 2.6306 2.6383 -2.34 -0.66 -0.54 0.228
H 1.5949 1.9206 3.3494 0.74 1.07 -2.19 0.187
H 1.5742 3.3174 1.9528 0.64 -2.07 0.80 -0.311
H 1.6978 -0.3267 2.8067 -0.13 -0.42 -2.39 0.242
C 4.6313 0.3226 -5.1564 0.03 0.21 0.30 -0.354
C 4.2725 0.9691 -4.0430 0.29 -0.26 -0.28 -0.245
C 2.9249 1.5538 -3.8972 -0.26 0.62 1.19 0.257
O 2.5963 2.1474 -2.8792 0.63 -0.19 -1.55 -0.557
C 1.9891 1.3950 -5.0280 -0.13 -0.19 -0.41 -0.353
C 2.3479 0.7485 -6.1414 -0.22 0.18 0.21 -0.344
C 3.6955 0.1638 -6.2873 0.21 -0.10 -0.23 0.362
O 4.0240 -0.4298 -7.3052 -0.14 0.09 0.24 -0.653
H 5.6160 -0.1115 -5.2799 -0.05 -0.03 -0.03 0.400
H 4.9472 1.0934 -3.2045 -0.10 -0.02 0.02 0.466
H 1.0044 1.8290 -4.9045 0.02 -0.01 0.08 0.484
H 1.6732 0.6242 -6.9800 0.04 -0.01 -0.01 0.415
C 2.6727 -5.8393 -4.0151 0.19 0.22 0.28 -0.059
C 3.2451 -4.8078 -3.3869 -0.15 -0.53 0.03 -0.711
C 3.3810 -3.4918 -4.0418 0.44 0.88 0.41 0.465
O 3.9066 -2.5477 -3.4683 -0.35 -0.78 -0.46 -0.534
C 2.8587 -3.3595 -5.4164 -0.33 -0.19 -0.37 0.168
C 2.2862 -4.3910 -6.0446 0.06 0.43 0.14 -0.623
C 2.1503 -5.7070 -5.3897 -0.20 0.01 -0.17 0.383
O 1.6247 -6.6511 -5.9632 0.07 0.22 0.22 -0.647
H 2.5657 -6.8114 -3.5495 0.00 -0.02 0.05 0.542
H 3.6325 -4.8887 -2.3784 -0.02 0.04 -0.03 0.459
H 2.9656 -2.3874 -5.8820 0.03 -0.07 0.00 0.127
H 1.8988 -4.3101 -7.0531 0.02 -0.03 0.03 0.441
C -7.1756 2.3713 -2.5039 0.36 0.13 0.14 -0.136
C -5.8426 2.3084 -2.5774 -0.36 0.14 0.07 -0.402
C -5.1566 1.0757 -3.0122 1.06 0.12 0.00 0.324
O -3.9365 1.0166 -3.0779 -0.94 -0.05 -0.14 -0.542
C -6.0004 -0.0836 -3.3640 -0.47 -0.25 -0.05 -0.459
C -7.3334 -0.0208 -3.2905 0.38 -0.26 -0.11 -0.411
C -8.0194 1.2120 -2.8557 -0.63 0.14 0.07 0.402
O -9.2395 1.2710 -2.7901 0.59 -0.09 -0.04 -0.595
H -7.6945 3.2675 -2.1863 0.11 -0.18 -0.07 0.543
H -5.2098 3.1504 -2.3235 0.03 -0.05 0.01 0.508
H -5.4815 -0.9798 -3.6817 0.03 0.03 0.02 0.418
H -7.9662 -0.8627 -3.5444 -0.01 0.03 0.01 0.402
C 1.8139 9.0063 2.4748 0.46 0.26 0.07 -0.342
C 3.1470 8.9434 2.4013 -0.44 0.30 0.12 -0.417
C 3.8329 7.7107 1.9665 0.78 -0.30 -0.12 0.351
O 5.0530 7.6516 1.9008 -0.68 0.16 0.07 -0.570
C 2.9891 6.5514 1.6147 -0.34 -0.11 -0.03 -0.370
C 1.6561 6.6142 1.6882 0.34 -0.19 -0.08 0.127
C 0.9702 7.8470 2.1230 -0.82 -0.19 -0.02 0.278
O -0.2500 7.9060 2.1887 0.71 0.11 -0.01 -0.539
H 1.2950 9.9025 2.7924 -0.02 -0.02 -0.01 0.411
H 3.7798 9.7854 2.6552 0.01 -0.04 -0.01 0.385
H 3.5081 5.6552 1.2970 -0.02 0.00 0.01 0.491
H 1.0233 5.7723 1.4343 -0.01 -0.02 0.01 0.098
C -12.1202 5.9528 -1.7574 0.21 -0.20 -0.43 -0.430
C -11.0715 5.4549 -2.4197 -0.47 0.09 -0.11 -0.482
C -9.7405 5.3620 -1.7880 0.34 -0.16 -0.18 0.387
O -8.7796 4.9083 -2.3941 -0.66 0.51 0.25 -0.608
C -9.6137 5.8387 -0.3965 -0.20 0.04 -0.26 -0.250
C -10.6625 6.3366 0.2658 0.38 -0.13 -0.13 -0.336
C -11.9935 6.4295 -0.3658 -0.49 0.31 0.55 0.293
O -12.9544 6.8832 0.2402 0.47 -0.25 -0.39 -0.576
H -13.1031 6.0287 -2.2062 0.01 0.00 0.04 0.404
H -11.1484 5.1004 -3.4406 0.02 -0.01 0.03 0.425
H -8.6308 5.7628 0.0523 -0.45 0.07 -0.49 0.720
H -10.5856 6.6911 1.2867 0.03 -0.04 -0.03 0.428
C 5.5093 -2.3665 4.6228 -0.21 0.24 -0.20 -0.457
C 4.6827 -1.4272 4.1529 0.29 -0.36 -0.22 -0.286
C 3.9531 -0.5235 5.0639 -0.58 0.66 -0.47 0.050
O 3.1947 0.3352 4.6347 0.50 -0.71 0.48 -0.381
C 4.1734 -0.6966 6.5135 0.16 -0.19 0.46 -0.057
C 5.0001 -1.6358 6.9834 -0.32 0.35 -0.03 -0.106
C 5.7297 -2.5396 6.0724 0.47 -0.52 0.13 0.181
O 6.4880 -3.3982 6.5016 -0.37 0.41 -0.13 -0.587
H 6.0516 -3.0380 3.9684 0.00 0.01 0.04 0.421
H 4.5110 -1.2872 3.0923 -0.09 0.08 -0.03 0.492
H 3.6312 -0.0251 7.1679 0.06 0.02 -0.02 0.452
H 5.1718 -1.7759 8.0439 0.08 -0.01 -0.13 0.236
C -1.3256 -9.0234 -3.4317 0.46 0.04 -0.13 -0.446
C -0.0303 -8.8945 -3.1285 -0.33 -0.05 -0.31 -0.150
C 0.4261 -8.8373 -1.7258 0.81 0.10 0.18 0.392
O 1.6113 -8.7173 -1.4474 -0.71 -0.07 -0.20 -0.559
C -0.6036 -8.9297 -0.6717 -0.46 -0.06 0.15 -0.354
C -1.8988 -9.0586 -0.9749 0.37 0.03 0.33 -0.364
C -2.3553 -9.1158 -2.3777 -0.89 -0.07 -0.23 0.389
O -3.5404 -9.2358 -2.6561 0.77 0.06 0.19 -0.557
H -1.6773 -9.0662 -4.4553 -0.01 0.01 0.04 0.427
H 0.7371 -8.8262 -3.8902 -0.02 0.04 0.00 0.416
H -0.2519 -8.8869 0.3519 0.03 0.02 -0.04 0.409
H -2.6663 -9.1270 -0.2132 0.00 0.01 -0.05 0.400
C 4.3643 -7.9025 -6.6797 -0.06 -0.50 0.05 0.235
C 4.6229 -9.0929 -7.2296 -0.18 0.31 0.22 -0.603
C 5.7886 -9.2916 -8.1133 0.07 -0.80 -0.33 0.322
O 6.0249 -10.3803 -8.6186 -0.11 0.66 0.29 -0.570
C 6.6579 -8.1249 -8.3643 0.10 0.48 0.08 -0.389
C 6.3993 -6.9345 -7.8144 0.30 -0.25 -0.30 -0.449
C 5.2336 -6.7358 -6.9307 -0.17 0.67 0.31 0.499
O 4.9973 -5.6471 -6.4254 0.19 -0.73 -0.29 -0.418
H 3.5132 -7.7395 -6.0299 0.11 -0.10 -0.12 0.090
H 3.9953 -9.9585 -7.0546 0.04 0.01 -0.02 0.432
H 7.5090 -8.2879 -9.0141 -0.03 -0.03 0.01 0.397
H 7.0269 -6.0689 -7.9894 -0.04 0.00 0.03 0.425
C -6.9123 4.4046 3.1910 0.20 -0.23 0.25 -0.371
C -5.7650 4.1023 3.8062 -0.51 -0.11 -0.10 -0.412
C -4.5391 4.8905 3.5716 1.13 -0.27 0.48 0.259
O -3.4880 4.6133 4.1327 -0.97 0.25 -0.38 -0.561
C -4.6306 6.0262 2.6326 -0.19 0.33 -0.33 -0.392
C -5.7779 6.3285 2.0174 0.30 0.01 0.10 -0.260
C -7.0038 5.5403 2.2520 -0.09 0.10 -0.11 0.422
O -8.0549 5.8175 1.6909 0.81 -0.04 1.26 -0.564
H -7.8204 3.8363 3.3514 0.00 0.02 -0.03 0.434
H -5.6819 3.2729 4.4983 0.04 0.03 -0.03 0.409
H -3.7225 6.5945 2.4723 0.04 -0.07 0.00 0.532
H -5.8611 7.1579 1.3253 -0.01 -0.04 0.01 0.460
C 4.7043 -0.9579 10.6971 -0.03 -0.36 0.34 -0.066
C 4.9146 -1.5290 11.8871 -0.17 -0.03 -0.47 -0.462
C 5.5614 -0.7889 12.9884 0.16 -0.39 0.82 0.347
O 5.7562 -1.3115 14.0772 -0.13 0.34 -0.71 -0.558
C 5.9651 0.6066 12.7246 0.03 0.37 -0.31 -0.383
C 5.7547 1.1777 11.5347 0.18 0.02 0.46 -0.370
C 5.1079 0.4376 10.4333 -0.15 0.41 -0.85 0.459
O 4.9132 0.9602 9.3445 0.11 -0.38 0.75 -0.498
H 4.2318 -1.4869 9.8785 -0.04 0.04 0.08 0.356
H 4.6237 -2.5514 12.0965 0.03 0.04 0.02 0.413
H 6.4375 1.1356 13.5433 -0.02 -0.05 0.00 0.396
H 6.0457 2.2001 11.3252 -0.03 -0.04 -0.04 0.418
```
Forces are in eV/Å.

The HOMO energy comes out at -3.14 eV. The HOMO-LUMO gap comes out at 2.4 eV. Its largest force on an atom is 0.0646 hartree/bohr. As for the calculated total energy: -128261.669 eV. The charge is -1.